No. 1
C9H10O6 | the ωB97M-V functional and the def2-TZVPD basis

Structure (XYZ):
```
25
Properties=species:S:1:pos:R:3:forces:R:3:lowdin_charge:R:1
C 0.5105 1.3414 -0.2279 -0.3 1.2 0.1 -0.118
H 0.4581 -0.6363 2.3489 -0.4 -2.1 -1.7 0.131
H 0.7924 -2.3111 1.3072 -0.2 0.8 1.3 0.086
C -0.0353 -0.7883 0.1643 0.3 1.5 -0.3 -0.162
O 0.3276 -2.7003 -1.3805 1.3 1.1 -1.7 0.030
H 1.9073 0.0660 -1.2847 1.0 -0.9 -3.3 0.105
C -0.6506 0.6432 0.1946 -0.2 -1.4 -0.7 -0.063
H 2.5679 0.9372 1.3491 0.0 0.4 0.2 0.126
O 3.1820 -0.8929 0.9479 -0.3 -0.2 -0.7 0.058
C -0.5526 -1.7059 -1.0110 -0.2 1.9 0.3 -0.430
H -3.4665 2.2967 0.3443 0.4 0.0 -0.3 0.131
H 0.5007 4.4182 -1.3660 -0.6 -0.9 0.3 0.126
C 0.1164 -1.4503 1.5570 -0.9 0.2 -0.1 -0.035
O 0.8790 3.7541 -0.7676 0.3 -0.4 0.6 0.093
O -2.9168 1.5826 0.6902 -1.1 -0.8 0.4 0.130
H -0.9163 -1.8901 1.9088 1.9 0.9 -0.8 0.117
C 0.1880 2.6562 -0.3474 -0.3 -0.5 -1.6 -0.271
H -1.7512 -3.0420 -1.3567 -0.7 -0.1 0.1 0.102
C 2.4936 0.0618 0.6924 0.1 0.3 0.6 -0.255
H 0.2637 -3.4469 -0.8152 -0.1 -0.9 1.1 0.088
O -1.1644 2.7319 -0.1737 -0.4 1.2 0.5 0.113
H -0.7439 -0.9807 -1.8890 0.6 -1.3 1.0 0.180
C 1.4624 0.2269 -0.3947 -2.2 -1.7 4.4 -0.009
O -1.7473 -2.3654 -0.6683 -0.1 0.4 0.2 0.009
C -1.7047 1.4940 0.1780 2.0 1.3 -0.1 -0.281
```
Forces are in eV/Å.

Output
structure (SMILES)	C[C@@]1(C(O)O)c2c(O)oc(O)c2[C@H]1C=O
spin multiplicity	1
HOMO energy	-7.951	eV
HOMO-LUMO gap	8.36	eV



No. 2
CH3NO2P2 | the ωB97M-V functional and the def2-TZVPD basis

Structure (XYZ):
```
9
Properties=species:S:1:pos:R:3:forces:R:3:lowdin_charge:R:1
H -2.5908 0.8295 -0.3677 1.2 0.0 1.0 0.063
N 0.9055 -0.0166 0.7385 -0.7 -2.0 -0.3 -0.303
O -1.7571 0.6278 0.1429 -1.3 -0.2 -1.1 -0.432
H -1.2253 -1.0970 -1.6164 -0.1 0.3 1.9 -0.006
C 0.3319 -1.0541 0.1615 1.0 -0.3 -0.4 -0.492
P -1.4162 -1.0029 -0.0895 0.1 -0.3 -1.6 0.768
H 0.2518 0.6570 1.0137 -0.3 2.4 0.7 0.042
P 2.5883 -0.1179 0.3167 -0.1 0.1 -0.1 0.838
O 2.9120 1.1743 -0.2997 0.3 0.0 0.0 -0.478
```
Forces are in eV/Å.

Output
spin multiplicity	1
HOMO energy	-8.994	eV
HOMO-LUMO gap	8.65	eV



No. 3
C12H27Cl2N2OP2PbS | the ωB97M-V functional and the def2-TZVPD basis

Structure (XYZ):
```
48
Properties=species:S:1:pos:R:3:forces:R:3:lowdin_charge:R:1
C 0.0325 0.7383 4.4535 0.6 -2.0 -1.0 0.046
C 2.0825 -2.9055 -0.2153 0.3 0.6 0.1 -0.214
O -2.5681 -0.6779 -1.7587 3.4 1.1 -1.2 0.128
H 1.1335 -1.5759 2.4198 -0.3 0.2 0.4 0.019
C -0.7680 1.7821 4.2446 -1.6 0.8 -1.4 0.035
H 2.6178 2.3457 -1.0030 -0.2 0.3 0.0 0.055
H 2.1897 -2.6604 0.8478 0.0 -0.2 -0.3 0.042
H 1.9250 4.0081 -0.9451 0.0 0.0 0.0 0.092
H 0.6696 0.5148 5.2737 0.4 -0.1 0.4 0.155
C -0.2377 3.0807 -2.5834 -0.3 -0.4 -0.9 -0.198
H 0.8491 -2.8365 -3.0952 -0.1 -0.2 0.2 0.052
C 1.8370 2.9870 -0.5669 0.3 -0.5 0.1 -0.242
H -0.5936 -4.3435 0.3440 0.0 0.1 -0.1 0.100
P 0.4185 -2.5195 -0.7639 0.5 -2.3 0.4 0.712
C 0.5353 -1.4856 3.3369 0.1 0.5 -0.2 0.021
H -1.7656 -3.0037 0.1103 0.2 -0.2 0.1 0.066
H -0.5460 -2.8990 1.4064 -0.1 -0.2 -0.5 0.019
C -0.7328 -3.2563 0.3845 -0.4 0.2 0.4 -0.226
H 1.9372 2.9580 0.5246 0.0 0.1 -0.3 0.046
C -1.2474 -0.0912 -3.6793 -0.1 0.7 -2.0 -0.054
H -1.2604 2.7944 -2.8650 0.2 0.2 0.1 0.077
H -2.2231 0.0832 -4.1545 0.2 -0.1 -0.1 0.144
H 1.2046 -1.5911 4.1934 -0.2 0.2 -0.1 0.121
Pb 0.1758 -0.0498 -0.8027 2.7 0.0 0.6 0.414
H 0.4536 2.7399 -3.3676 -0.1 0.2 0.2 0.079
Cl 2.0561 0.2565 0.8312 -0.1 -0.2 0.2 0.157
C 0.1738 -3.2843 -2.3527 -0.2 0.4 -0.8 -0.202
N -1.4168 1.5739 3.0404 0.6 0.1 0.4 0.096
H -0.5618 0.7428 -3.8823 -0.2 -0.4 0.2 0.063
H -0.9017 4.1690 0.1096 0.0 -0.2 0.0 0.099
H 2.8131 -2.3128 -0.7820 -0.1 -0.2 0.1 0.060
S -1.6345 -0.2351 1.0739 -0.9 -0.3 0.4 0.811
C -0.9353 3.0752 0.2002 -0.6 -0.1 0.4 -0.224
H 2.2373 -3.9770 -0.3898 0.0 0.1 0.0 0.097
N -0.1086 -0.1330 3.3846 0.3 -0.3 0.4 -0.060
H -0.2280 -2.2575 3.3973 -0.1 0.1 0.1 0.106
P 0.1963 2.3968 -1.0021 0.4 2.4 0.3 0.707
Cl 1.8027 -0.2191 -2.7358 0.0 0.2 0.2 0.123
C -1.5363 -0.3202 -2.2951 -5.2 -1.6 1.2 -0.461
H -0.7831 -0.9866 -4.1101 0.0 0.0 0.1 0.118
H -0.8665 -3.1618 -2.6848 0.2 -0.2 0.1 0.078
C -0.9755 0.3935 2.4806 -0.2 0.9 1.5 -0.704
H -1.9628 2.7231 0.0222 0.3 0.2 0.0 0.074
H -0.9433 2.6304 4.8506 -0.2 0.7 0.4 0.149
H -0.6341 2.7743 1.2128 0.1 0.3 -0.5 0.036
H 0.4014 -4.3533 -2.2393 -0.1 0.2 0.0 0.100
H -0.1760 4.1750 -2.4979 0.0 -0.2 0.0 0.100
H -2.1359 2.1937 2.6295 0.6 -0.7 0.4 0.185
```
Forces are in eV/Å.

Output
net charge	+3
spin multiplicity	1
HOMO energy (spin up / spin down)	-18.591 / -17.981	eV
HOMO-LUMO gap (spin up / spin down)	6.07 / 3.98	eV



No. 4
C6H18IO3 | the ωB97M-V functional and the def2-TZVPD basis

Structure (XYZ):
```
28
Properties=species:S:1:pos:R:3:forces:R:3:lowdin_charge:R:1
H 0.0373 -32.2850 14.3315 -0.1 -0.1 0.0 0.067
H 1.0724 -32.4754 12.8829 -0.4 0.3 0.0 0.067
H 3.4514 -35.9938 16.1253 0.1 0.1 0.3 -0.080
H 5.8111 -35.6922 15.9942 0.2 0.1 0.2 0.107
H 3.4734 -34.6222 11.6491 0.1 0.1 -0.1 0.098
C 1.7700 -33.5833 14.5261 -0.1 0.0 0.2 -0.349
H 5.6564 -33.8475 10.9195 0.2 0.1 -0.3 0.069
H 5.7876 -33.6816 17.4792 0.2 0.2 0.0 0.067
H 5.9637 -35.3816 10.0446 0.1 0.1 0.1 0.068
H 4.3171 -36.4655 12.8766 0.1 0.0 0.0 -0.099
H 1.3769 -35.5152 14.4652 -0.1 0.1 0.0 -0.075
H 4.7490 -32.7976 16.3483 -0.2 -0.2 0.0 0.062
H 2.6730 -33.7888 13.9396 0.1 0.1 0.1 0.097
H 1.5979 -31.4400 14.2254 0.0 0.0 0.0 0.063
O 4.9225 -35.8962 12.3611 0.0 -0.2 0.0 -0.149
O 3.8872 -35.2862 16.6422 0.0 -0.1 -0.4 -0.152
C 4.2121 -35.3492 11.2783 -0.4 0.3 -0.1 -0.360
H 3.6190 -36.0955 10.7348 0.2 -0.2 0.0 0.108
C 5.5175 -33.5666 16.4300 0.1 -0.3 -0.4 -0.097
H 4.8309 -34.8546 14.8324 -0.1 0.1 0.1 0.082
O 0.8783 -34.6770 14.4238 0.0 -0.1 0.0 -0.131
C 5.0481 -34.9116 15.9055 -0.6 0.1 -0.1 -0.348
H 4.7130 -34.3147 9.4440 0.0 0.3 0.1 0.064
H 2.0827 -33.4247 15.5646 0.0 -0.1 0.0 0.099
I 2.7047 -37.8611 14.3957 0.0 0.1 0.0 -0.153
C 5.2053 -34.6599 10.3527 -0.3 -0.5 0.3 -0.098
C 1.0597 -32.3548 13.9693 0.6 -0.4 -0.3 -0.094
H 6.3437 -33.2206 15.8014 0.2 0.0 0.4 0.068
```
Forces are in eV/Å.

Output
net charge	-1
spin multiplicity	1
HOMO energy	-4.617	eV
HOMO-LUMO gap	7.94	eV



No. 5
C31H32As2ClIN2O4W | the ωB97M-V functional and the def2-TZVPD basis

Structure (XYZ):
```
74
Properties=species:S:1:pos:R:3:forces:R:3:lowdin_charge:R:1
H -4.1413 2.3616 -4.8033 0.0 0.0 0.0 0.125
C 1.1048 -2.8751 6.0823 0.0 0.0 0.0 -0.641
H 4.4090 -3.9404 -1.1000 0.0 0.0 0.0 0.132
H -0.5357 -4.1318 5.5104 0.0 0.0 0.0 0.119
Cl 1.2863 -3.6407 7.6051 0.0 0.0 0.0 0.761
C 1.9243 -3.9591 -1.8163 0.1 0.0 0.0 -0.054
O 1.4087 -0.0334 1.9613 0.0 0.0 -0.2 -0.170
As -2.6045 0.1379 0.3056 0.3 0.0 -0.2 1.090
C -1.4426 -2.8461 -2.7270 0.0 0.0 0.0 -0.004
H -3.7158 0.4401 2.5356 0.0 0.0 0.0 0.034
C -3.0052 -1.7525 0.1918 0.0 0.0 0.0 -0.212
H 1.5342 2.8217 -2.7922 0.0 0.0 0.0 0.051
H -3.5178 -1.9528 -0.7456 0.0 0.0 0.0 0.036
C -2.6394 2.3039 -3.2839 0.0 0.0 0.0 -0.098
C -3.9229 0.8149 1.5357 0.0 0.0 0.0 -0.296
C 1.2127 2.8014 -0.1031 -0.2 -0.6 0.3 -0.336
C 1.9573 -1.8278 5.7416 0.0 0.0 0.0 -0.067
H 3.4738 -0.5506 -0.2959 0.1 0.1 -0.1 0.137
C -3.0949 0.8849 -1.3931 0.0 0.0 0.0 -0.399
H -2.0397 -3.6467 -2.2901 0.0 0.0 0.0 0.095
C 0.1073 -3.3154 5.2148 0.0 0.0 0.0 -0.069
As -0.5150 2.5240 -1.3653 0.0 0.3 -0.5 1.200
H -5.6475 0.7843 -3.6250 0.0 0.0 0.0 0.124
C 2.5630 -2.8766 -1.2468 0.0 -0.1 0.0 -0.115
H -2.0571 4.4552 -1.6883 0.0 0.0 0.0 0.048
C -2.2608 1.7626 -2.0603 0.0 0.0 0.1 -0.338
C 0.6566 -0.9934 2.3641 0.2 -0.1 -0.1 -0.562
H -3.9000 1.9008 1.5373 0.0 0.0 0.0 0.018
C 1.8105 -1.2140 4.5163 0.0 0.0 0.0 0.016
C 3.7021 3.3685 0.9760 0.0 0.0 0.0 -0.008
H 0.5741 1.4094 -3.3152 0.0 0.0 0.0 0.053
H 4.6683 3.6142 1.3952 0.0 0.0 0.0 0.129
H 4.1166 -2.8458 0.2365 0.0 0.0 0.0 0.135
C -1.1610 4.3272 -1.0883 0.1 0.0 0.0 -0.198
C 0.8118 -1.6463 3.6381 0.0 0.0 0.0 -0.146
C 2.2471 1.8724 -0.1612 0.3 -0.1 -0.2 -0.337
H 0.6185 4.7437 0.6642 0.0 0.0 0.0 0.095
N 0.6645 -3.9246 -2.2533 0.0 0.0 0.0 0.159
H 4.2942 1.4035 0.3563 0.0 0.0 0.0 0.130
C 3.5023 2.1398 0.3881 0.0 0.1 0.0 0.024
O -0.2815 -1.2879 1.5245 0.0 0.3 -0.1 -0.168
C 4.0172 -2.9551 -0.8459 0.0 0.0 0.0 -0.181
C 1.4050 4.0134 0.5574 -0.1 0.1 0.0 -0.132
H 2.8323 5.2574 1.5283 0.0 0.0 0.0 0.128
H -3.6502 -2.0203 1.0267 0.0 0.0 0.0 0.053
C -0.0385 -2.6988 3.9912 0.0 0.0 0.0 0.014
C 0.5340 2.4472 -2.9903 0.0 0.0 0.0 -0.188
H -4.9863 -0.1456 -1.4505 0.0 0.0 0.0 0.113
O 4.7943 -1.9149 -1.4269 0.0 0.0 0.0 -0.051
C -3.8553 1.9434 -3.8475 0.0 0.0 0.0 -0.033
C 0.4429 -1.7022 -1.4636 0.0 0.1 0.0 -0.230
H -1.3553 -3.0594 -3.7924 0.0 0.0 0.0 0.098
C 2.4437 -0.4926 -0.6349 0.3 -0.1 -0.4 0.014
C -4.3194 0.5382 -1.9631 0.0 0.0 0.0 -0.082
H -2.0178 3.0117 -3.8147 0.0 0.0 0.0 0.101
C 1.7998 -1.7034 -1.0813 0.0 0.0 0.1 -0.073
H 5.1071 -2.1898 -2.2950 0.0 0.0 0.0 0.111
H -0.3984 5.0413 -1.3919 0.0 0.0 0.0 0.061
I -0.8432 2.1192 2.4606 0.0 -0.2 -0.1 0.538
H 2.4510 -4.8968 -1.9516 0.0 0.0 0.0 0.130
C 2.6583 4.2990 1.0581 0.0 0.0 0.0 -0.019
W 0.0325 0.4637 0.4090 -0.7 1.1 0.9 1.229
H 2.7192 -1.5095 6.4385 0.0 0.0 0.0 0.119
H -1.4128 4.4611 -0.0379 0.0 0.0 0.0 0.033
H -1.9516 -1.8934 -2.6008 0.0 0.0 0.0 0.060
H -2.0852 -2.3264 0.2405 0.0 0.0 0.0 0.023
O -0.3745 -0.6633 -1.1964 0.1 -0.4 0.2 -0.320
C -4.6977 1.0608 -3.1883 0.0 0.0 0.0 -0.035
H 0.0712 3.0536 -3.7635 0.0 0.0 0.0 0.043
H -4.8960 0.4580 1.1973 0.0 0.0 0.0 0.048
H -0.8046 -3.0293 3.3029 0.0 0.0 0.0 0.126
H 2.4577 -0.3949 4.2338 0.0 0.0 0.0 0.129
C -0.0715 -2.8338 -2.1221 0.0 0.0 -0.1 -0.240
N 1.8263 0.6505 -0.7123 -0.3 -0.5 0.6 -0.077
```
Forces are in eV/Å.

Output
net charge	+2
spin multiplicity	3
HOMO energy (spin up / spin down)	-13.517 / -13.929	eV
HOMO-LUMO gap (spin up / spin down)	6.39 / 5.96	eV



No. 6
C7H18N2O | the ωB97M-V functional and the def2-TZVPD basis

Structure (XYZ):
```
28
Properties=species:S:1:pos:R:3:forces:R:3:lowdin_charge:R:1
H -0.0243 -1.7713 3.0868 -0.1 0.1 -0.1 0.077
H 1.1989 1.0481 0.1484 -0.3 0.0 0.1 0.141
C -0.4995 -0.1980 0.7571 1.5 1.3 4.5 -0.086
H -1.8631 -0.8406 -1.4900 0.1 -0.1 0.1 0.075
H -1.5029 -0.8341 3.4206 -0.1 0.0 0.1 0.073
H 0.3650 2.1716 -1.8059 -0.1 -0.1 0.0 0.083
H -1.3260 0.4782 0.5452 0.0 -0.1 -0.2 0.106
C -0.3853 1.3940 -1.9853 0.1 0.0 0.2 -0.074
N -0.3902 1.5129 2.5983 -0.1 -0.1 -0.3 -0.005
H -1.3833 1.5745 2.8397 0.1 -0.2 0.0 0.066
H 2.2107 -0.6926 1.0101 -0.3 -0.3 -0.3 0.105
N 0.0003 0.1667 2.2791 -0.8 -0.2 -0.9 -0.270
H 1.1639 -0.2252 -3.5658 -0.1 0.0 0.1 0.081
H -0.5740 -2.0555 -1.6628 -0.1 0.1 0.0 0.088
H -0.7728 -1.2543 0.7493 0.0 0.2 -0.1 0.118
O 1.6964 -0.9643 0.2300 0.4 0.3 0.3 -0.032
C 1.3987 -0.2820 -2.4951 0.0 0.0 -0.1 -0.083
C 0.1572 0.0033 -1.6375 2.0 0.3 0.9 -0.500
H 0.0090 -0.4931 4.2935 0.0 0.1 -0.3 0.075
H 2.1999 0.4373 -2.2971 -0.1 -0.1 0.0 0.084
C -0.9011 -1.0561 -1.9654 0.0 0.0 0.5 -0.075
H 0.1235 1.8619 3.4108 0.0 -0.4 -0.4 0.074
C 0.7601 0.0576 0.0174 -2.3 -0.7 -4.3 -0.314
H -1.2764 1.6445 -1.4023 0.1 0.0 0.0 0.074
H -1.1070 -1.0852 -3.0436 0.3 0.1 0.1 0.086
H 1.7967 -1.2844 -2.3069 -0.1 0.2 0.1 0.079
C -0.4104 -0.7722 3.3161 -0.1 -0.2 -0.2 -0.130
H -0.6640 1.4585 -3.0448 0.0 -0.2 0.1 0.085
```
Forces are in eV/Å.

Output
structure (SMILES)	CN(N)C[C@@H](O)C(C)(C)C
spin multiplicity	1
HOMO energy	-8.643	eV
HOMO-LUMO gap	9.53	eV



No. 7
C2H4N2O3 | the ωB97M-V functional and the def2-TZVPD basis

Structure (XYZ):
```
11
Properties=species:S:1:pos:R:3:forces:R:3:lowdin_charge:R:1
N -0.4977 -0.4158 -0.9095 0.8 1.8 0.7 -0.366
H -2.3959 -0.1578 -1.1905 0.3 0.8 -0.1 0.123
O -0.2163 0.8009 -1.1428 -0.9 -0.8 -0.1 -0.058
C 1.0809 1.0619 1.7449 -0.7 0.7 -1.3 -0.410
O -1.7841 -0.8831 -1.0496 -0.6 -0.4 -0.4 0.070
N 1.5018 0.1302 2.2562 0.5 -0.9 0.5 0.145
H 0.3372 2.2502 0.3536 -0.1 -1.1 -1.5 0.091
H -0.1716 -2.2759 -0.5097 -0.7 -1.1 0.6 0.088
O 0.5843 2.1342 1.2565 0.3 1.2 2.2 0.127
H 1.3104 -1.3259 -0.3869 0.6 1.1 0.3 0.097
C 0.2509 -1.3189 -0.4221 0.6 -1.3 -1.0 0.093
```
Forces are in eV/Å.

Output
structure (SMILES)	C=[N+]([O-])O.N#CO
spin multiplicity	1
HOMO energy	-9.856	eV
HOMO-LUMO gap	10.26	eV



The evaluated relative energy (zero: lowest compared OMol25 entry of this formula, charge and spin) for the records listed, in turn: 55.2 40.4 23.2 0.0 34.5 61.7 136.4 kcal/mol.
The evaluated energy for the records listed, in turn: -21775.359 -25246.386 -77586.519 -20759.803 -187947.981 -12576.657 -11256.650 eV.